The following is a DFT calculation (ωB97M-V with the def2-TZVPD basis set) of C56H44N8O2Tl as an isolated structure.

Output
Energy (a.u.): -2921.424717
Gap between HOMO and LUMO (alpha / beta) (eV): 4.22 / 4.30
2S+1: 1
Charge: -1
Energy above the lowest of the compared OMol25 structures with the same formula, charge and spin (kcal/mol): 0.00
Lowest unoccupied orbital energy (alpha / beta) (eV): 1.96 / 2.06

Positions of all 111 atoms, in Å:
Tl 0.276 0.523 -0.263
C 2.032 -3.856 -6.565
C 0.878 -3.085 -6.653
C 0.478 -2.299 -5.580
C 1.217 -2.263 -4.398
C 2.373 -3.038 -4.325
C 2.778 -3.831 -5.394
C 0.765 -1.410 -3.256
C 0.106 -2.044 -2.215
C -0.144 -3.470 -2.123
C -0.828 -3.699 -0.974
C -1.038 -2.416 -0.323
C -1.745 -2.225 0.851
C -2.309 -3.435 1.526
C -3.625 -3.826 1.292
C -4.160 -4.945 1.918
C -3.384 -5.693 2.798
C -2.070 -5.312 3.045
C -1.542 -4.191 2.412
C -2.054 -0.971 1.475
N -1.571 0.254 1.068
C -2.067 1.207 1.925
C -1.804 2.620 1.835
C -2.480 3.472 2.864
C -1.830 3.852 4.036
C -2.458 4.660 4.980
C -3.758 5.099 4.766
C -4.424 4.722 3.604
C -3.789 3.915 2.666
C -1.060 3.264 0.856
C -1.019 4.700 0.652
C -0.374 4.937 -0.520
C 0.031 3.660 -1.082
N -0.357 2.671 -0.186
C 0.619 3.478 -2.332
C 0.894 2.206 -2.977
C 1.465 2.036 -4.256
C 1.522 0.667 -4.513
C 0.990 0.007 -3.388
N 0.644 0.958 -2.449
C 0.884 4.708 -3.147
C 0.169 4.949 -4.326
C 0.382 6.098 -5.076
C 1.320 7.042 -4.665
C 2.040 6.816 -3.502
C 1.826 5.658 -2.758
C -2.893 0.581 2.880
C -2.875 -0.790 2.607
N -0.465 -1.428 -1.113
H 2.345 -4.471 -7.401
H 0.286 -3.096 -7.561
H -0.424 -1.699 -5.647
H 2.960 -3.013 -3.412
H 3.681 -4.426 -5.312
H 0.166 -4.196 -2.863
H -1.181 -4.649 -0.593
H -4.229 -3.240 0.607
H -5.185 -5.238 1.719
H -3.803 -6.564 3.291
H -1.458 -5.883 3.734
H -0.515 -3.887 2.598
H -0.810 3.519 4.205
H -1.928 4.951 5.881
H -4.249 5.731 5.497
H -5.439 5.060 3.426
H -4.304 3.618 1.757
H -1.464 5.430 1.315
H -0.222 5.898 -0.990
H 1.786 2.831 -4.912
H 1.901 0.189 -5.404
H -0.565 4.216 -4.642
H -0.191 6.263 -5.982
H 1.485 7.941 -5.247
H 2.777 7.540 -3.174
H 2.400 5.484 -1.854
H -3.442 1.092 3.659
H -3.426 -1.571 3.115
O 3.003 -5.761 1.829
C 3.067 -5.293 0.487
C 2.798 -3.819 0.444
C 3.194 -3.081 -0.654
C 2.821 -1.755 -0.728
N 2.131 -1.144 0.237
C 1.834 -1.821 1.343
C 2.127 -3.169 1.468
C 1.185 -1.028 2.430
C 0.649 -1.607 3.559
C 0.019 -0.813 4.507
C -0.778 -1.453 5.612
O -1.639 -2.467 5.109
C 0.070 0.557 4.352
C 0.636 1.064 3.197
N 1.117 0.292 2.227
H 3.000 -6.720 1.815
H 2.316 -5.792 -0.132
H 4.047 -5.492 0.046
H 3.760 -3.542 -1.458
H 3.060 -1.146 -1.595
H 1.843 -3.721 2.354
H 0.641 -2.683 3.681
H -1.339 -0.682 6.146
H -0.118 -1.942 6.330
H -2.057 -2.132 4.299
H -0.398 1.214 5.074
H 0.616 2.129 2.990
N 3.427 2.247 -1.021
N 2.572 1.847 0.049
H 3.747 3.194 -0.879
H 2.867 2.242 -1.865
H 2.162 2.632 0.541
H 3.100 1.283 0.696

Atom charges from the Löwdin analysis, given in e for atoms 1 to 99: Tl 1.057; C -0.112; C -0.090; C -0.030; C -0.207; C -0.031; C -0.092; C -0.111; C -0.268; C -0.010; C -0.006; C -0.248; C -0.100; C -0.211; C -0.030; C -0.090; C -0.106; C -0.082; C -0.036; C -0.252; N 0.044; C -0.280; C -0.122; C -0.215; C -0.035; C -0.094; C -0.112; C -0.090; C -0.029; C -0.255; C -0.011; C -0.015; C -0.255; N -0.004; C -0.107; C -0.293; C -0.057; C -0.043; C -0.260; N 0.019; C -0.205; C -0.036; C -0.092; C -0.114; C -0.098; C -0.050; C -0.043; C -0.065; N 0.020; H 0.091; H 0.095; H 0.124; H 0.088; H 0.094; H 0.106; H 0.106; H 0.123; H 0.094; H 0.092; H 0.099; H 0.088; H 0.100; H 0.094; H 0.091; H 0.095; H 0.124; H 0.105; H 0.101; H 0.095; H 0.096; H 0.121; H 0.095; H 0.091; H 0.094; H 0.109; H 0.102; H 0.099; O -0.056; C -0.200; C -0.179; C -0.014; C -0.097; N 0.064; C -0.199; C 0.051; C -0.207; C 0.039; C -0.176; C -0.195; O -0.066; C -0.002; C -0.109; N 0.076; H 0.085; H 0.132; H 0.121; H 0.110; H 0.121; H 0.110